[1]
The following is a DFT calculation (ωB97M-V/def2-TZVPD) of C24H26FN3O5S in the gas phase.

Positions of all 60 atoms, in Å:
C: 5.035 4.392 1.241
C: 4.717 4.028 -0.202
O: 3.699 3.032 -0.281
C: 4.111 1.755 -0.101
O: 5.267 1.429 0.031
N: 3.072 0.886 -0.066
C: 3.325 -0.537 -0.041
C: 2.921 -1.188 -1.371
N: 1.564 -0.820 -1.712
C: 0.505 -1.628 -1.909
O: -0.603 -1.174 -2.169
C: 0.684 -3.110 -1.763
S: 0.517 -3.531 0.029
O: 0.050 -4.888 0.094
O: 1.771 -3.223 0.667
C: -0.717 -2.420 0.609
C: -1.978 -2.314 0.089
N: -2.626 -1.261 0.646
C: -3.946 -0.797 0.308
C: -3.909 0.585 -0.303
C: -2.956 0.896 -1.266
C: -2.913 2.164 -1.819
C: -3.817 3.137 -1.428
C: -4.762 2.808 -0.474
F: -5.653 3.741 -0.080
C: -4.821 1.551 0.098
C: -1.779 -0.644 1.532
C: -1.970 0.476 2.333
C: -0.927 0.863 3.147
C: 0.274 0.149 3.185
C: 0.473 -0.963 2.398
C: -0.556 -1.359 1.545
C: 1.366 0.617 -1.762
C: 1.710 1.228 -0.401
H: 5.765 5.197 1.261
H: 4.133 4.715 1.756
H: 5.448 3.528 1.755
H: 4.312 4.884 -0.746
H: 5.617 3.657 -0.703
H: 2.746 -0.998 0.762
H: 4.389 -0.689 0.141
H: 3.023 -2.263 -1.256
H: 3.585 -0.836 -2.170
H: 1.637 -3.505 -2.095
H: -0.135 -3.623 -2.257
H: -2.451 -2.935 -0.646
H: -4.378 -1.503 -0.408
H: -4.572 -0.790 1.207
H: -2.250 0.145 -1.585
H: -2.170 2.397 -2.566
H: -3.801 4.130 -1.847
H: -5.574 1.340 0.842
H: -2.898 1.025 2.317
H: -1.043 1.730 3.779
H: 1.058 0.479 3.849
H: 1.386 -1.535 2.439
H: 0.325 0.808 -2.023
H: 2.021 1.040 -2.532
H: 1.602 2.310 -0.429
H: 1.045 0.814 0.365

Calculated values
- E_HOMO: -8.52 eV
- Relative energy (zero: lowest compared OMol25 entry of this formula, charge and spin): 0.0 kcal/mol
- Lowest unoccupied orbital energy: 0.531 eV
- Gap between HOMO and LUMO: 9.0532 eV
- SMILES string: CCOC(=O)N1CCN(C(=O)CS(=O)(=O)c2cn(Cc3cccc(F)c3)c3ccccc23)CC1

These are the Löwdin partial charges, in e, on atoms 1 to 4: -0.062, -0.220, -0.015, -0.538

***

[2]
The following is a DFT calculation (ωB97M-V/def2-TZVPD) of C27H27N3O4PSbSe4Ti as an isolated structure.

Positions of all 68 atoms, in Å:
Ti: -1.026 -0.697 0.419
O: -2.700 0.344 -0.301
C: -2.392 1.078 0.713
O: -1.920 0.483 1.757
C: -2.220 2.551 0.546
C: -3.090 3.535 0.988
C: -2.755 4.863 0.768
C: -1.570 5.196 0.118
C: -0.699 4.200 -0.311
C: -1.014 2.864 -0.094
P: 0.136 1.468 -0.549
C: 0.245 1.693 -2.356
C: -0.893 1.350 -3.099
C: -0.878 1.435 -4.488
C: 0.278 1.849 -5.150
C: 1.398 2.206 -4.416
C: 1.382 2.133 -3.022
C: 1.692 1.937 0.234
C: 1.626 2.482 1.513
C: 2.742 2.477 2.338
C: 3.930 1.918 1.896
C: 4.012 1.382 0.620
C: 2.890 1.365 -0.199
H: -4.011 3.274 1.498
H: -3.421 5.648 1.110
H: -1.316 6.240 -0.039
H: 0.229 4.461 -0.806
H: -1.798 1.048 -2.587
H: -1.768 1.181 -5.053
H: 0.297 1.901 -6.234
H: 2.294 2.547 -4.923
H: 2.256 2.442 -2.464
H: 0.694 2.858 1.896
H: 2.663 2.847 3.351
H: 4.775 1.842 2.566
H: 4.924 0.900 0.296
H: 2.943 0.845 -1.145
C: -4.330 -3.394 0.443
O: -3.863 -3.373 1.813
C: -2.713 -2.776 2.042
O: -2.045 -2.284 1.086
N: -2.374 -2.780 3.305
N: -1.181 -2.210 3.726
H: -5.339 -3.785 0.491
H: -3.706 -4.050 -0.154
H: -4.333 -2.395 0.026
H: -2.990 -3.269 3.930
H: -0.479 -2.908 3.971
H: -1.341 -1.576 4.491
N: -0.921 -1.818 -1.600
C: 0.296 -2.586 -1.390
C: 0.247 -3.773 -0.705
C: 1.425 -4.370 -0.287
C: 2.645 -3.788 -0.593
C: 2.678 -2.629 -1.362
C: 1.505 -2.035 -1.766
H: -0.821 -1.261 -2.433
H: -1.711 -2.434 -1.693
H: -0.704 -4.204 -0.437
H: 1.393 -5.262 0.320
H: 3.560 -4.208 -0.209
H: 3.632 -2.174 -1.602
H: 1.520 -1.104 -2.316
Se: 2.096 -0.547 5.117
Sb: 2.628 -2.008 3.276
Se: 0.805 -1.015 1.521
Se: 4.785 -1.860 2.200
Se: 1.702 -4.271 3.397

Calculated values
- E_HOMO (alpha / beta): -6.55 / -6.55 eV
- Relative energy (zero: lowest compared OMol25 entry of this formula, charge and spin): 32.4 kcal/mol
- Lowest unoccupied orbital energy (alpha / beta): -0.886 / -0.887 eV
- Gap between HOMO and LUMO (alpha / beta): 5.6680 / 5.6670 eV

These are the Löwdin partial charges, in e, on atoms 1 to 4: 0.532, -0.077, -0.574, -0.070

***

[3]
The following is a DFT calculation (ωB97M-V/def2-TZVPD) of C4H9NOS in the gas phase.

Positions of all 16 atoms, in Å:
C: 0.300 1.096 1.311
C: -0.273 0.326 0.117
C: -0.963 -0.947 0.621
S: 0.118 -2.331 1.121
N: 0.585 -0.030 -0.992
C: 0.652 0.815 -2.090
O: 0.048 1.859 -2.129
H: 0.435 2.139 1.009
H: 1.247 0.738 1.701
H: -0.392 1.044 2.148
H: -1.085 0.863 -0.365
H: -1.566 -0.809 1.520
H: -1.669 -1.373 -0.092
H: 0.141 -3.024 -0.040
H: 1.210 -0.803 -0.880
H: 1.213 0.440 -2.960

Calculated values
- E_HOMO: -9.42 eV
- Relative energy (zero: lowest compared OMol25 entry of this formula, charge and spin): 14.9 kcal/mol
- Lowest unoccupied orbital energy: 0.646 eV
- Gap between HOMO and LUMO: 10.0661 eV
- SMILES string: C[C@H](CS)NC=O

These are the Löwdin partial charges, in e, on atoms 1 to 4: -0.045, -0.441, -0.517, 0.694

***

[4]
The following is a DFT calculation (ωB97M-V/def2-TZVPD) of C3H5N3O9 in the gas phase.

Positions of all 20 atoms, in Å:
O: -0.919 -1.946 1.227
N: -1.105 -2.133 0.081
O: -1.264 -3.065 -0.576
O: -1.123 -0.856 -0.672
C: -0.770 0.334 -0.072
C: 0.653 0.283 0.648
O: 1.100 1.500 1.209
C: 1.656 -0.261 -0.450
O: 1.496 -1.633 -0.463
N: -1.787 0.895 1.037
O: -1.468 1.952 1.504
O: -2.767 0.242 1.155
N: -0.615 1.346 -1.148
O: 0.076 2.305 -0.980
O: -1.391 1.239 -2.042
H: 0.855 -0.499 1.498
H: 0.922 2.206 0.572
H: 2.683 -0.101 -0.170
H: 1.396 0.195 -1.459
H: 2.374 -2.003 -0.898

Calculated values
- E_HOMO: -10.49 eV
- Relative energy (zero: lowest compared OMol25 entry of this formula, charge and spin): 85.9 kcal/mol
- Lowest unoccupied orbital energy: -1.202 eV
- Gap between HOMO and LUMO: 9.2884 eV
- SMILES string: O=[N+]([O-])OC([C@H](O)CO)([N+](=O)[O-])[N+](=O)[O-]

These are the Löwdin partial charges, in e, on atoms 1 to 4: 0.158, -0.361, 0.232, 0.081

***

Across the entries above, max |F| takes the values 1.0 1.8 1.6 4.7 eV/Å, respectively.